[1]
{
  "formula": "C63H76BIrN10S3",
  "method": "ωB97M-V with the def2-TZVPD basis set",
  "species": ["Ir", "C", "C", "C", "C", "C", "C", "C", "C", "C", "N", "N", "B", "N", "N", "C", "C", "C", "C", "C", "C", "C", "C", "C", "N", "N", "C", "C", "C", "C", "C", "C", "C", "C", "C", "H", "H", "H", "H", "H", "H", "H", "H", "H", "H", "H", "H", "H", "H", "H", "H", "H", "H", "H", "H", "H", "H", "H", "H", "H", "H", "H", "H", "H", "H", "H", "H", "H", "H", "H", "H", "H", "H", "H", "H", "H", "H", "H", "H", "H", "H", "N", "S", "N", "S", "N", "S", "N", "C", "C", "C", "C", "C", "C", "C", "C", "C", "C", "C", "C", "C", "C", "C", "C", "C", "C", "C", "C", "C", "C", "C", "C", "C", "C", "C", "C", "C", "C", "C", "C", "C", "C", "C", "C", "H", "H", "H", "H", "H", "H", "H", "H", "H", "H", "H", "H", "H", "H", "H", "H", "H", "H", "H", "H", "H", "H", "H", "H", "H", "H", "H", "H", "H", "H"],
  "positions_angstrom": [[1.0432, 0.2157, -0.5053], [1.0948, 0.8747, -3.2325], [0.7871, -0.4935, -3.8140], [1.3398, -0.5905, -5.2366], [1.3889, -1.5614, -2.9460], [1.8663, -2.8231, -3.2783], [2.4634, -3.3353, -2.1285], [3.3136, -4.5713, -2.0522], [4.8011, -4.2069, -2.0259], [2.9450, -5.5349, -0.9316], [2.2737, -2.4340, -1.1422], [1.6547, -1.3529, -1.6556], [2.9447, -2.0957, 0.2130], [1.8073, -1.8809, 1.2897], [1.3525, -0.5970, 1.3293], [0.8596, -0.3312, 2.5516], [0.9391, -1.5074, 3.2868], [1.5541, -2.4551, 2.4835], [1.8414, -3.8779, 2.8730], [3.3207, -4.2516, 2.9686], [1.0219, -4.8232, 1.9865], [0.4498, 1.0148, 3.0814], [1.4754, 2.0882, 2.7416], [0.3020, 0.9737, 4.6084], [3.6980, -0.6969, 0.0433], [3.0714, 0.4930, -0.3113], [3.9474, 1.4980, -0.1547], [5.1631, 0.9541, 0.2410], [4.9761, -0.4154, 0.3619], [5.9860, -1.4310, 0.8036], [6.3024, -1.2342, 2.2882], [7.2483, -1.3406, -0.0555], [3.6357, 2.9681, -0.2990], [2.8521, 3.3475, -1.5557], [4.9180, 3.8007, -0.2293], [0.6285, 1.6886, -3.7866], [2.1664, 1.0532, -3.1695], [0.6560, 1.0378, -2.2047], [-0.2943, -0.6335, -3.8656], [2.4304, -0.6094, -5.2294], [1.0167, 0.2648, -5.8313], [0.9862, -1.4921, -5.7346], [1.8647, -3.2838, -4.2519], [3.1201, -5.0778, -3.0013], [5.0765, -3.7324, -1.0821], [5.0627, -3.5304, -2.8402], [5.4030, -5.1095, -2.1301], [3.2163, -5.1337, 0.0447], [3.4912, -6.4689, -1.0632], [1.8798, -5.7662, -0.9285], [3.6852, -2.9416, 0.5471], [0.6782, -1.6480, 4.3207], [1.4364, -3.9464, 3.8858], [3.8006, -4.3262, 1.9957], [3.4056, -5.2255, 3.4501], [3.8759, -3.5318, 3.5717], [1.1376, -4.5791, 0.9315], [-0.0391, -4.7565, 2.2303], [1.3373, -5.8567, 2.1308], [-0.5424, 1.2662, 2.6813], [2.4249, 1.8552, 3.2314], [1.1322, 3.0446, 3.1350], [1.6550, 2.2014, 1.6784], [1.2387, 0.6702, 5.0779], [-0.4848, 0.2974, 4.9442], [0.0505, 1.9703, 4.9713], [6.0783, 1.4891, 0.4200], [5.5517, -2.4206, 0.6745], [6.7490, -0.2539, 2.4638], [7.0136, -1.9893, 2.6226], [5.4050, -1.3115, 2.9057], [7.7445, -0.3776, 0.0779], [7.0248, -1.4624, -1.1160], [7.9553, -2.1169, 0.2358], [3.0287, 3.2337, 0.5749], [3.3920, 3.0611, -2.4597], [2.7298, 4.4316, -1.5834], [1.8553, 2.9100, -1.5838], [5.5948, 3.5456, -1.0464], [5.4478, 3.6645, 0.7123], [4.6724, 4.8586, -0.3174], [-0.7907, -0.6964, -0.6390], [-2.1753, -1.0996, -0.7044], [-3.3115, 0.0706, -1.0539], [-3.6761, 1.1523, -0.0066], [-2.5395, 1.8655, 0.8352], [-1.2201, 2.5803, 0.2530], [0.0409, 1.8074, 0.0276], [-1.6825, 3.4050, -1.2543], [-1.7108, 2.6257, -2.4046], [-2.0830, 3.2130, -3.6015], [-2.4135, 4.5628, -3.6419], [-2.3845, 5.3259, -2.4837], [-2.0241, 4.7487, -1.2736], [-0.8918, 3.8509, 1.4331], [-1.5947, 3.9295, 2.6243], [-1.2297, 4.9044, 3.5423], [-0.1897, 5.7792, 3.2558], [0.5028, 5.6848, 2.0524], [0.1650, 4.7067, 1.1355], [-4.7892, 0.5912, 1.2555], [-5.9537, -0.0026, 0.7775], [-6.9208, -0.3875, 1.6870], [-6.7168, -0.1802, 3.0481], [-5.5439, 0.4035, 3.5039], [-4.5611, 0.7957, 2.6040], [-4.6677, 2.3039, -0.9147], [-5.0427, 3.4660, -0.2522], [-5.9174, 4.3306, -0.8867], [-6.4070, 4.0203, -2.1517], [-6.0225, 2.8501, -2.7910], [-5.1409, 1.9741, -2.1747], [-2.8329, -1.8661, 0.7596], [-4.0442, -2.5495, 0.7577], [-4.5264, -3.0451, 1.9564], [-3.8162, -2.8443, 3.1379], [-2.6242, -2.1347, 3.1276], [-2.1296, -1.6390, 1.9301], [-2.5072, -2.2450, -2.0112], [-2.5886, -1.7237, -3.2979], [-2.7283, -2.5871, -4.3692], [-2.7774, -3.9607, -4.1497], [-2.6753, -4.4674, -2.8622], [-2.5387, -3.6094, -1.7781], [-1.4598, 1.5708, -2.3634], [-2.1187, 2.6180, -4.5052], [-2.6957, 5.0212, -4.5805], [-2.6442, 6.3755, -2.5176], [-2.0189, 5.3451, -0.3709], [-2.4177, 3.2596, 2.8273], [-1.7701, 4.9888, 4.4753], [0.0801, 6.5443, 3.9719], [1.3073, 6.3740, 1.8334], [0.7075, 4.6174, 0.2011], [-6.1131, -0.1495, -0.2842], [-7.8384, -0.8393, 1.3356], [-7.4813, -0.4740, 3.7550], [-5.3904, 0.5595, 4.5632], [-3.6402, 1.2409, 2.9511], [-4.6750, 3.6880, 0.7431], [-6.2288, 5.2401, -0.3911], [-7.1012, 4.6934, -2.6374], [-6.4162, 2.6110, -3.7697], [-4.8365, 1.0542, -2.6554], [-4.6173, -2.6738, -0.1534], [-5.4610, -3.5896, 1.9706], [-4.2005, -3.2450, 4.0668], [-2.0775, -1.9702, 4.0471], [-1.2012, -1.0849, 1.8923], [-2.5648, -0.6529, -3.4589], [-2.8086, -2.1942, -5.3742], [-2.8968, -4.6365, -4.9858], [-2.7001, -5.5353, -2.6932], [-2.4169, -4.0147, -0.7814]],
  "homo_lumo_gap_ha": [0.2849, 0.2073],
  "e_homo_ev": [-15.45, -15.38],
  "multiplicity": 2,
  "total_charge": 3
}

[2]
{
  "formula": "C64H134N7O24",
  "method": "ωB97M-V with the def2-TZVPD basis set",
  "species": ["C", "C", "C", "N", "C", "C", "C", "C", "C", "H", "H", "H", "H", "H", "H", "H", "H", "H", "H", "H", "H", "H", "H", "H", "H", "H", "H", "C", "C", "C", "N", "C", "C", "C", "C", "C", "H", "H", "H", "H", "H", "H", "H", "H", "H", "H", "H", "H", "H", "H", "H", "H", "H", "H", "C", "C", "C", "N", "C", "C", "C", "C", "C", "H", "H", "H", "H", "H", "H", "H", "H", "H", "H", "H", "H", "H", "H", "H", "H", "H", "H", "C", "C", "C", "N", "C", "C", "C", "C", "C", "H", "H", "H", "H", "H", "H", "H", "H", "H", "H", "H", "H", "H", "H", "H", "H", "H", "H", "C", "C", "C", "N", "C", "C", "C", "C", "C", "H", "H", "H", "H", "H", "H", "H", "H", "H", "H", "H", "H", "H", "H", "H", "H", "H", "H", "C", "C", "C", "N", "C", "C", "C", "C", "C", "H", "H", "H", "H", "H", "H", "H", "H", "H", "H", "H", "H", "H", "H", "H", "H", "H", "H", "C", "C", "C", "N", "C", "C", "C", "C", "C", "H", "H", "H", "H", "H", "H", "H", "H", "H", "H", "H", "H", "H", "H", "H", "H", "H", "H", "O", "C", "O", "O", "H", "O", "C", "O", "O", "H", "O", "C", "O", "O", "H", "O", "C", "O", "O", "H", "O", "C", "O", "O", "H", "O", "C", "O", "O", "H", "O", "C", "O", "O", "H", "O", "C", "O", "O", "H"],
  "positions_angstrom": [[1.7782, -5.3742, -1.4502], [2.2189, -5.8705, -0.0409], [1.2028, -5.5886, 1.1274], [1.6202, -6.4411, 2.3476], [3.0240, -6.0558, 2.9475], [0.6003, -6.2269, 3.4457], [0.4859, -7.6624, 4.2085], [1.3548, -8.6748, 3.3462], [1.6285, -7.9126, 2.0107], [1.9003, -4.2941, -1.5309], [0.8673, -5.7581, -1.9095], [2.5606, -5.6420, -2.1603], [3.2164, -5.5043, 0.2017], [2.4499, -6.9044, -0.2974], [0.1732, -5.8464, 0.8789], [1.2400, -4.5611, 1.4892], [3.9126, -6.2550, 2.3486], [3.1806, -6.6364, 3.8566], [3.1349, -5.0009, 3.1982], [0.8274, -5.3440, 4.0432], [-0.3178, -6.0993, 2.8724], [0.8416, -7.5601, 5.2337], [-0.5420, -8.0243, 4.2286], [2.2818, -8.9439, 3.8527], [0.7006, -9.5119, 3.1027], [2.5422, -8.3206, 1.5785], [0.8378, -8.0551, 1.2741], [0.3996, 3.4517, 0.1466], [0.2307, 1.9518, 0.5073], [0.7678, 0.8161, -0.4183], [0.3956, -0.6635, -0.0513], [0.8227, -1.0504, 1.3320], [0.9577, -1.5945, -1.1697], [-0.1010, -2.6760, -1.3964], [-1.4230, -1.8321, -1.3749], [-1.1297, -0.8824, -0.2055], [-0.0585, 4.0397, 0.9419], [-0.0743, 3.7325, -0.7941], [1.4308, 3.7589, -0.0273], [-0.8359, 1.8051, 0.6771], [0.6500, 1.8838, 1.5111], [1.8488, 0.8494, -0.5542], [0.2737, 0.8666, -1.3886], [0.5626, -2.0838, 1.5612], [0.3940, -0.2674, 1.9575], [1.9095, -0.9929, 1.2724], [1.7923, -2.1477, -0.7389], [1.2747, -1.0521, -2.0604], [-0.0518, -3.3551, -0.5453], [-0.0418, -3.2997, -2.2884], [-2.3028, -2.4625, -1.2457], [-1.4906, -1.2218, -2.2755], [-1.4749, -1.3107, 0.7354], [-1.6799, 0.0542, -0.2953], [-5.9725, -7.0920, 1.9565], [-4.7036, -7.3292, 1.1330], [-4.9479, -7.0819, -0.3830], [-3.7441, -7.6016, -1.1928], [-3.6978, -9.1426, -1.3604], [-2.3602, -7.1505, -0.7488], [-2.4330, -5.6434, -1.1357], [-3.2003, -5.6378, -2.4948], [-3.8536, -7.0226, -2.5880], [-6.7391, -7.7703, 1.5818], [-6.3496, -6.0727, 2.0401], [-5.7630, -7.3071, 3.0043], [-4.4079, -8.3550, 1.3530], [-3.8446, -6.7258, 1.4266], [-5.0728, -6.0068, -0.5119], [-5.8078, -7.5377, -0.8739], [-3.6172, -9.6220, -0.3848], [-2.8645, -9.3731, -2.0242], [-4.5863, -9.3947, -1.9393], [-1.5895, -7.6789, -1.3101], [-2.2740, -7.4946, 0.2818], [-1.3617, -5.4479, -1.1837], [-2.9137, -4.9833, -0.4136], [-2.4470, -5.5497, -3.2777], [-4.0248, -4.9249, -2.5039], [-3.3908, -7.5474, -3.4237], [-4.8795, -6.8092, -2.8881], [-3.9159, 2.5607, -0.7851], [-4.3463, 1.6252, 0.3262], [-4.0797, 2.3726, 1.5970], [-4.3246, 1.5947, 2.9193], [-3.4378, 0.3902, 3.0687], [-4.0679, 2.5737, 4.1443], [-5.4997, 3.2129, 4.3663], [-6.4318, 2.0662, 4.1246], [-5.7898, 1.1350, 3.1175], [-2.8433, 2.7514, -0.8206], [-4.4160, 3.5241, -0.8849], [-4.1673, 2.1437, -1.7603], [-3.7341, 0.7282, 0.4197], [-5.3718, 1.2909, 0.1690], [-4.5614, 3.3442, 1.7065], [-3.0031, 2.5288, 1.6654], [-2.4473, 0.8130, 3.2362], [-3.3930, -0.3965, 2.3156], [-3.7883, -0.0333, 4.0100], [-3.7423, 2.0192, 5.0244], [-3.2428, 3.2507, 3.9227], [-5.6974, 3.7325, 5.3039], [-5.5268, 3.8905, 3.5130], [-6.6775, 1.5700, 5.0634], [-7.4094, 2.2464, 3.6773], [-5.9058, 0.0601, 3.2564], [-6.1435, 1.3061, 2.1007], [-3.0497, 10.7042, -4.1465], [-2.3583, 9.3204, -3.8701], [-3.1404, 8.1716, -3.1177], [-2.1551, 7.2821, -2.3352], [-0.9828, 6.8243, -3.1917], [-2.9109, 6.1391, -1.6919], [-2.4250, 5.8729, -0.2987], [-1.1832, 6.8010, -0.2025], [-1.6262, 8.0023, -1.0585], [-2.4278, 11.1780, -4.9061], [-3.0431, 11.3887, -3.2982], [-4.0943, 10.6320, -4.4491], [-1.4833, 9.5916, -3.2794], [-2.0063, 8.9119, -4.8174], [-3.7477, 7.6047, -3.8233], [-3.8278, 8.5676, -2.3702], [-0.3514, 7.6604, -3.4923], [-1.4360, 6.2512, -4.0005], [-0.3869, 6.0318, -2.7389], [-2.8132, 5.2715, -2.3444], [-3.9197, 6.5253, -1.5461], [-2.0715, 4.8439, -0.3639], [-3.2217, 6.0940, 0.4116], [-0.2272, 6.3920, -0.5294], [-1.1471, 6.9704, 0.8736], [-0.8117, 8.6918, -1.2805], [-2.4824, 8.4445, -0.5491], [2.8829, 3.9002, -8.0756], [2.6695, 4.0787, -6.5121], [3.7701, 3.5007, -5.6116], [3.4449, 3.5284, -4.0567], [2.4824, 2.4458, -3.6442], [4.7025, 3.3592, -3.2674], [4.3518, 4.0558, -1.8762], [3.2855, 5.0577, -2.1469], [3.0320, 4.9845, -3.6222], [3.6899, 4.4650, -8.5423], [2.0383, 4.3330, -8.6117], [3.0475, 2.8753, -8.4082], [1.7322, 3.6123, -6.2086], [2.5782, 5.1501, -6.3336], [4.7348, 3.9882, -5.7526], [4.0312, 2.4480, -5.7201], [3.0472, 1.5486, -3.8973], [1.6164, 2.4886, -4.3047], [2.1253, 2.5199, -2.6170], [5.1015, 2.3454, -3.3009], [5.4467, 3.8957, -3.8559], [3.9261, 3.3854, -1.1296], [5.2767, 4.4723, -1.4772], [2.3114, 4.9053, -1.6820], [3.6482, 6.0504, -1.8801], [1.9933, 5.1178, -3.9244], [3.6018, 5.7379, -4.1661], [9.6277, 0.9640, 3.3159], [8.3770, 1.1812, 2.4709], [7.2004, 1.4288, 3.4524], [5.7992, 1.1940, 2.8812], [5.7085, -0.3006, 2.4012], [5.4326, 2.0477, 1.5975], [3.8999, 2.3097, 1.5441], [3.3787, 1.7234, 2.9173], [4.5807, 1.4848, 3.8621], [10.5348, 0.6914, 2.7764], [9.6762, 0.1848, 4.0765], [9.8371, 1.9054, 3.8238], [8.2743, 0.2861, 1.8574], [8.5425, 2.0786, 1.8747], [7.0345, 2.4383, 3.8284], [7.3217, 0.7371, 4.2860], [4.7244, -0.6762, 2.1210], [6.0787, -0.7943, 3.2997], [6.3853, -0.4942, 1.5691], [5.7316, 1.5014, 0.7030], [5.9425, 3.0111, 1.6005], [3.4318, 1.8547, 0.6711], [3.8522, 3.3985, 1.5556], [2.9649, 0.7611, 2.6159], [2.4939, 2.1808, 3.3600], [4.4477, 0.6734, 4.5778], [4.9704, 2.3875, 4.3325], [-3.1955, -3.3099, 3.0888], [-1.8631, -3.2524, 2.8850], [-1.4743, -3.7253, 1.8043], [-1.0907, -2.7293, 3.7011], [-3.5195, -3.5686, 2.2230], [4.1430, -2.3445, 4.0832], [2.8370, -2.1507, 4.3005], [1.9316, -2.6750, 3.6670], [2.3665, -1.3810, 5.1334], [4.6047, -1.7086, 4.6347], [5.5529, 0.0067, -2.2053], [4.3210, -0.4552, -2.0026], [3.7037, -0.7106, -3.0570], [3.8943, -0.6110, -0.8689], [5.5967, 0.2993, -3.1185], [-4.8967, -2.9422, -1.2525], [-5.5763, -2.8264, -0.1134], [-5.4125, -1.8211, 0.6430], [-6.3409, -3.7463, 0.1742], [-4.4219, -2.1812, -0.9106], [-1.4374, -5.6793, -5.7272], [-1.5104, -4.3797, -5.9524], [-1.7348, -3.8706, -7.0648], [-1.3353, -3.6551, -4.9236], [-1.3559, -5.4078, -4.8100], [1.3600, 4.5727, 3.2591], [0.1080, 4.5467, 3.6736], [-0.2127, 5.6936, 4.0936], [-0.5476, 3.5332, 3.6303], [1.1679, 5.4803, 3.5060], [-1.1105, 1.2860, -3.3086], [-1.0443, 2.3846, -4.0780], [-1.1727, 2.2727, -5.3062], [-0.9445, 3.5328, -3.5120], [-1.3677, 0.8202, -4.1077], [-1.0747, 1.6468, 5.7117], [-0.6562, 0.4665, 5.4328], [-0.1319, 0.1873, 4.3534], [-0.8399, -0.5664, 6.0864], [-0.7625, 2.1441, 4.9522]],
  "homo_lumo_gap_ha": 0.1819,
  "e_homo_ev": -5.52,
  "multiplicity": 2
}

Look up the multiplicity of the second one.
2